Density functional theory data (wB97M-V/def2-TZVPD) for a structure of composition C11H20N5 in a non-equilibrium geometry.

## Properties
Charge: +1
ΔE to the lowest compared entry with this formula, charge and spin (eV): 0.656
Electronic energy (hartree): -704.528742
Orbital gap (spin up / spin down) (hartree): 0.315 / 0.315

Each line ends with the natural charge from an NBO analysis.
Positions of all 36 atoms, in Å:
C (-0.765, -1.804, 3.091)  -0.23
C (-0.492, -0.704, 2.404)  -0.01
C (3.045, 1.109, -1.212)  0.03
C (-1.136, -2.886, 2.219)  -0.43
C (3.338, -0.375, -1.245)  -0.47
C (-1.222, -2.148, 0.780)  -0.22
C (2.036, -0.978, -0.776)  -0.25
C (-1.432, 1.004, -1.965)  -0.24
C (-1.436, 2.445, -1.493)  -0.25
C (-0.786, 1.571, 0.682)  -0.30
C (-0.699, 0.151, 0.083)  0.63
N (1.850, 1.210, -0.710)  -0.22
N (-1.641, 0.058, -0.908)  -0.62
N (-0.633, -0.863, 1.000)  -0.45
N (1.119, 0.106, -0.635)  -0.35
N (-0.533, 2.633, -0.376)  -0.63
H (-0.944, -1.723, 4.143)  0.24
H (-0.156, 0.274, 2.766)  0.21
H (3.695, 1.902, -1.093)  0.22
H (-0.511, -3.838, 2.054)  0.23
H (-2.077, -3.319, 2.637)  0.24
H (3.578, -0.869, -2.176)  0.25
H (4.179, -0.625, -0.515)  0.24
H (-0.689, -2.800, 0.138)  0.21
H (-2.197, -1.973, 0.461)  0.19
H (1.504, -1.572, -1.534)  0.21
H (2.256, -1.424, 0.128)  0.20
H (-2.152, 0.722, -2.853)  0.24
H (-0.510, 0.821, -2.526)  0.20
H (-1.006, 3.062, -2.336)  0.22
H (-2.516, 2.791, -1.374)  0.20
H (-1.645, 1.769, 1.249)  0.23
H (-0.105, 1.668, 1.511)  0.21
H (-1.871, -0.883, -1.329)  0.41
H (1.286, 2.006, -0.383)  0.46
H (-0.732, 3.479, 0.092)  0.39